1.
Density functional theory data (ωB97M-V/def2-TZVPD) for a single C2H4N4O molecule at a distorted geometry.

XYZ file:
```
11
Properties=species:S:1:pos:R:3:forces:R:3:nbo_charge:R:1
N 0.3341 0.4752 -0.3781 -0.672 -1.714 -0.319 0.001
N -0.2132 1.6964 -0.0766 -0.437 -0.010 0.313 -0.650
C -1.4610 -1.0564 -0.0074 -0.168 1.042 -0.130 -0.110
N 1.6124 0.3668 0.1336 0.850 0.262 -0.276 -0.427
N -0.2255 -0.8014 -0.0041 -0.501 0.046 -0.224 -0.278
C 2.2385 -0.6882 0.0648 1.576 1.241 0.825 0.860
O 3.1455 -1.4142 0.1765 -0.847 -0.556 -0.336 -0.476
H -0.8693 1.9994 -0.7850 0.102 -0.184 0.225 0.374
H -0.5405 1.7984 0.8817 -0.107 -0.088 -0.115 0.348
H -2.2320 -0.3160 -0.2248 0.023 0.106 -0.002 0.159
H -1.7889 -2.0600 0.2194 0.181 -0.144 0.037 0.198
```
Positions in Å, forces in eV/Å.

The SMILES is C=NN(N)N=C=O. The total energy comes out at -10142.843 eV. For the energy above the lowest of the compared OMol25 structures with the same formula, charge and spin, the calculation gives 4.292 eV.

***

2.
Density functional theory data (ωB97M-V/def2-TZVPD) for a single C4H4ClN molecule at a distorted geometry.

XYZ file:
```
10
Properties=species:S:1:pos:R:3:forces:R:3:nbo_charge:R:1
C -1.4807 0.1001 -0.4539 -1.679 -1.355 1.431 -0.186
C -0.5146 -0.0720 0.3760 0.639 -1.436 2.631 -0.195
C 0.8764 0.4625 0.1539 -1.977 1.645 -0.975 -0.554
C 1.8414 -0.5178 -0.0366 4.005 -4.748 -0.669 0.284
H -1.5851 0.7531 -1.2179 -0.113 1.612 -2.647 0.209
H -0.9736 -0.7149 1.2466 2.445 1.125 -1.185 0.244
H 0.8802 1.0337 -0.8107 -0.185 -0.022 0.879 0.259
H 1.2182 1.0872 0.9436 0.094 0.832 0.720 0.263
N 2.6417 -1.3603 -0.2040 -2.061 2.274 0.435 -0.304
Cl -2.9038 -0.7716 0.0030 -1.168 0.073 -0.621 -0.020
```
Positions in Å, forces in eV/Å.

The SMILES is N#CC/C=C/Cl. The total energy comes out at -18223.470 eV. For the energy above the lowest of the compared OMol25 structures with the same formula, charge and spin, the calculation gives 1.670 eV.

***

3.
Density functional theory data (ωB97M-V/def2-TZVPD) for a molecular structure, C4H2IrO2 at a distorted geometry.

XYZ file:
```
9
Properties=species:S:1:pos:R:3:forces:R:3:lowdin_spin:R:1
O 1.2292 -1.5022 -2.0574 -0.482 0.391 0.505 0.704
C 1.0228 -1.1503 -0.9264 0.542 0.943 -0.159 0.235
H 1.6849 -1.4684 -0.0917 -0.158 -0.002 0.065 0.067
C -0.0395 1.5020 -1.0127 0.948 1.717 -0.662 0.693
C 0.0602 0.3517 -0.4860 -0.022 -3.314 -0.126 0.381
C -0.7650 -0.8201 -0.2242 -0.116 0.235 0.681 0.302
O -1.8854 -0.9587 -0.7423 -0.204 0.838 -1.564 0.289
Ir -2.4126 -2.1881 0.6446 -0.188 -0.934 1.206 2.300
H 0.4247 2.2748 -1.6158 -0.320 0.125 0.054 0.029
```
Positions in Å, forces in eV/Å.

As for the expectation value of S²: 8.79. The charge is +2. The total energy comes out at -11080.678 eV. As for the spin multiplicity: 6. For the energy above the lowest of the compared OMol25 structures with the same formula, charge and spin, the calculation gives 0.000 eV.

***

4.
Density functional theory data (ωB97M-V/def2-TZVPD) for 4 unconnected molecules or ions with the total composition C32H50BF9N2O11S at a distorted geometry.

XYZ file:
```
106
Properties=species:S:1:pos:R:3:forces:R:3:lowdin_charge:R:1
C 5.7678 1.9489 3.1946 -0.813 0.414 0.296 0.056
C 4.5965 2.5822 2.8852 0.489 0.156 0.136 -0.082
C 3.3539 1.7597 2.6541 0.865 -0.320 1.936 -0.234
O 3.7227 0.7136 1.6916 -0.567 0.282 -0.505 -0.146
S 3.0540 1.0161 0.2806 0.968 -0.544 -0.756 0.579
O 2.7028 -0.1995 -0.3692 -0.631 -0.233 0.656 -0.228
O 3.8619 1.8847 -0.5044 -0.064 0.515 0.452 -0.208
O 1.7892 1.7408 0.8687 -0.631 -0.172 -0.009 -0.158
C 2.0887 2.4542 2.1249 0.250 1.664 -0.344 -0.270
C 0.9026 2.5085 3.0959 0.558 -2.001 0.220 -0.101
C 0.6628 1.2525 3.9829 -0.631 0.120 0.023 -0.171
C -0.8239 0.8181 4.0060 0.715 -0.477 0.257 -0.193
C -1.2259 -0.2407 2.9574 -0.217 0.703 -0.434 -0.182
C -0.4397 -0.1912 1.6543 0.132 -0.652 -0.031 -0.215
C -0.7536 -1.3590 0.6965 0.005 0.706 -0.139 -0.176
C -1.6782 -0.9180 -0.4536 -0.062 -0.397 0.208 -0.209
C -0.8545 -0.5762 -1.7036 -0.860 -0.575 -0.391 -0.189
C -0.6225 -1.8591 -2.5384 0.548 -0.125 0.702 -0.187
C 0.8376 -2.0997 -2.9162 -0.198 0.099 -0.273 -0.209
C 1.3022 -1.3709 -4.1701 0.592 -0.853 -0.062 -0.164
C 2.8213 -1.5409 -4.3557 0.066 0.373 0.214 -0.143
N 3.2912 -2.8932 -4.0845 -0.260 0.485 -0.811 -0.135
C 3.1715 -3.8581 -5.0495 0.523 -0.743 0.909 -0.101
C 3.6751 -5.0119 -4.5022 0.284 -1.007 0.013 -0.126
C 4.1085 -4.7692 -3.1718 -0.508 1.598 -0.382 -0.089
C 3.8505 -3.4183 -2.9597 0.037 -0.374 0.139 -0.102
B 2.2549 3.9788 1.5545 0.049 0.478 0.113 -0.543
N 1.1621 4.9345 1.7136 0.469 -0.629 -0.903 0.176
O 3.3871 4.3642 0.8968 0.011 -0.316 0.141 0.158
H 6.6183 2.0422 2.5286 0.708 1.262 1.025 0.071
H 5.8360 1.3868 4.1229 -0.240 -1.671 -0.964 0.068
H 4.6095 3.6617 2.7921 0.034 -0.151 -1.838 0.105
H 3.1915 1.1670 3.5599 -0.436 0.009 -0.066 0.149
H -0.0057 2.6759 2.5229 0.006 0.445 -0.006 0.119
H 1.1183 3.3358 3.7651 -0.291 0.310 -0.177 0.124
H 0.9257 1.4912 5.0143 0.179 0.069 -0.019 0.101
H 1.2798 0.3997 3.7035 0.060 0.012 -0.107 0.103
H -1.4383 1.7188 3.9790 -0.167 -0.066 -0.164 0.103
H -0.9896 0.3623 4.9803 -0.189 0.085 0.059 0.091
H -1.1563 -1.2467 3.3720 0.060 0.004 0.117 0.111
H -2.2742 -0.0608 2.7010 -0.121 -0.282 0.132 0.114
H 0.6280 -0.2452 1.8540 0.026 0.204 0.143 0.090
H -0.6367 0.7483 1.1350 0.152 0.092 -0.012 0.110
H -1.1436 -2.2203 1.2397 -0.115 0.050 0.088 0.109
H 0.1944 -1.6693 0.2527 -0.035 -0.218 -0.028 0.102
H -2.3278 -0.0877 -0.1621 0.135 0.088 0.220 0.098
H -2.3571 -1.7486 -0.6600 -0.093 0.105 -0.333 0.103
H 0.1037 -0.1551 -1.3983 -0.012 0.243 -0.110 0.099
H -1.4137 0.1276 -2.3243 0.221 0.302 0.064 0.084
H -1.2818 -1.9126 -3.4068 0.066 0.160 -0.118 0.115
H -0.9184 -2.7068 -1.9151 -0.030 -0.039 0.016 0.098
H 0.9650 -3.1678 -3.0785 0.149 0.163 -0.058 0.085
H 1.5094 -1.8305 -2.0963 -0.198 0.022 0.200 0.099
H 0.8501 -1.8680 -5.0331 -0.344 0.313 -0.050 0.111
H 1.0585 -0.3085 -4.1679 -0.086 0.036 -0.039 0.112
H 3.0897 -1.3279 -5.3901 0.032 0.099 -0.029 0.116
H 3.3688 -0.8242 -3.7434 0.029 -0.149 0.221 0.124
H 2.7530 -3.6805 -6.0228 -0.028 0.193 -0.025 0.116
H 3.7521 -5.9806 -4.9696 -0.159 0.078 -0.241 0.087
H 4.5321 -5.4331 -2.4408 0.055 -0.170 -0.106 0.085
H 3.9999 -2.7942 -2.0943 0.030 0.021 0.036 0.115
H 1.4194 5.8336 1.3234 -0.165 0.099 0.026 0.076
H 0.3599 4.5970 1.1878 -0.425 0.163 0.567 0.091
H 3.2123 5.0701 0.2689 0.174 0.178 0.055 0.115
C -3.8310 6.5639 7.2761 -0.111 -0.292 0.038 -0.059
C -2.3480 6.3388 7.0800 -0.163 0.546 -0.062 -0.194
O -1.9551 5.0283 7.5356 0.139 -0.105 0.060 0.036
C -2.1649 4.0326 6.6899 -0.010 0.401 -0.025 -0.401
O -2.6425 4.1121 5.5977 0.008 -0.205 -0.092 0.169
C -1.6536 2.7160 7.2990 0.062 -0.433 0.242 -0.544
F -2.0159 2.5849 8.5785 -0.061 0.102 -0.021 0.171
F -0.3124 2.6695 7.2528 0.012 0.129 -0.103 0.161
F -2.1237 1.6708 6.6278 -0.098 0.128 0.032 0.166
H -4.1078 6.3933 8.3168 0.043 0.100 0.026 0.084
H -4.0977 7.5840 7.0024 0.037 0.013 0.002 0.084
H -4.4160 5.8774 6.6648 0.028 0.051 -0.080 0.079
H -1.7751 7.0421 7.6802 0.088 -0.176 0.119 0.125
H -2.0539 6.4775 6.0405 -0.017 -0.207 -0.035 0.125
C 0.4420 -10.2171 -4.6902 0.182 0.148 0.185 -0.060
C -0.6716 -9.2358 -4.9839 -0.030 -0.460 -0.284 -0.198
O -0.7135 -8.1862 -3.9992 -0.125 0.128 0.088 0.032
C 0.1431 -7.1886 -4.1775 -0.151 -0.311 -0.210 -0.391
O 0.9342 -7.0878 -5.0656 0.074 0.224 0.071 0.170
C -0.0592 -6.1388 -3.0676 0.005 0.400 0.527 -0.534
F -0.1844 -6.7165 -1.8655 0.067 -0.159 -0.060 0.166
F -1.1788 -5.4255 -3.2748 -0.031 -0.113 -0.262 0.162
F 0.9573 -5.2909 -3.0105 0.003 -0.333 -0.136 0.166
H 0.3457 -10.6103 -3.6778 -0.081 -0.064 -0.034 0.083
H 0.4111 -11.0467 -5.3957 -0.036 0.006 -0.010 0.082
H 1.4170 -9.7363 -4.7635 -0.013 0.007 -0.095 0.078
H -1.6383 -9.7315 -4.9268 -0.056 0.132 0.170 0.124
H -0.5786 -8.8099 -5.9821 0.102 0.157 0.074 0.125
C -2.3585 3.0442 -3.6084 -0.164 0.221 -0.142 -0.054
C -3.2467 2.5734 -2.4774 0.522 -0.311 -0.100 -0.202
O -4.2202 3.5785 -2.1305 -0.109 0.055 0.154 0.034
C -5.3040 3.6257 -2.8907 0.308 -0.246 0.041 -0.403
O -5.5497 2.9247 -3.8253 -0.185 0.067 -0.088 0.175
C -6.2577 4.7130 -2.3646 -0.210 0.299 0.043 -0.549
F -5.6001 5.8401 -2.0681 0.051 -0.033 -0.012 0.164
F -6.8717 4.2905 -1.2512 0.053 -0.082 0.008 0.167
F -7.1894 5.0051 -3.2652 0.028 -0.085 -0.054 0.175
H -1.8940 3.9982 -3.3561 0.074 -0.055 0.068 0.084
H -1.5768 2.3110 -3.8054 -0.003 -0.018 0.041 0.074
H -2.9332 3.1927 -4.5222 -0.008 -0.099 -0.009 0.080
H -2.6524 2.4110 -1.5801 -0.147 0.141 0.121 0.118
H -3.7413 1.6336 -2.7194 -0.174 0.103 -0.049 0.126
```
Positions in Å, forces in eV/Å.

The SMILES is C=C[C@@H]1OS(=O)(=O)O[C@]1(CCCCCCCCCCCCn1cccc1)B(N)O.CCOC(=O)C(F)(F)F.CCOC(=O)C(F)(F)F.CCOC(=O)C(F)(F)F. The total energy comes out at -95466.207 eV.

***

5.
Density functional theory data (ωB97M-V/def2-TZVPD) for 7 unconnected molecules or ions with the total composition C34H40N8O4P2 at a distorted geometry.

XYZ file:
```
88
Properties=species:S:1:pos:R:3:forces:R:3:lowdin_charge:R:1
N -2.0936 0.9605 0.5817 0.324 -0.173 -0.043 -0.259
P -0.8151 0.2115 0.0752 -1.529 0.764 0.223 0.800
C 0.7522 0.7358 0.8566 0.374 -0.536 -0.396 -0.409
O 1.2991 2.0196 0.5049 -0.334 -0.001 -0.145 0.052
C 2.2150 2.3007 1.4572 0.214 0.156 0.222 -0.558
O 2.9508 3.2330 1.4456 -0.003 -0.223 -0.190 0.172
O 2.1586 1.3673 2.4487 -0.445 0.135 0.185 0.032
C 0.7844 0.8134 2.3711 1.069 0.348 0.194 -0.481
C -0.1463 1.8655 3.0292 -0.497 -0.181 -0.330 -0.221
N -1.3293 1.3983 3.7048 0.062 0.306 0.148 0.022
P 0.8226 -0.8547 3.1211 -0.356 -0.465 -0.223 0.772
O -0.4735 -1.5699 3.0954 -0.062 0.052 0.038 -0.434
H -2.7668 0.3203 0.9912 -0.201 0.193 -0.080 -0.056
H -0.8433 -1.1694 0.3294 0.572 -0.128 -0.142 0.022
H -0.5602 0.3429 -1.2966 0.312 -0.023 0.039 -0.016
H 1.5203 0.0285 0.5166 -0.212 -0.294 0.021 0.102
H 0.4829 2.4751 3.6792 0.040 -0.160 0.178 0.131
H -0.4935 2.5116 2.2206 0.076 0.102 0.078 0.123
H -2.0769 1.2281 3.0478 0.056 -0.185 -0.054 0.051
H -1.1919 0.5962 4.2997 -0.079 -0.065 -0.009 0.051
H 1.4139 -0.7147 4.3874 0.123 0.198 -0.034 0.035
H 1.7976 -1.4970 2.3359 0.312 0.171 0.143 0.031
N 1.9499 -0.8226 -1.9440 0.027 -0.083 0.238 0.055
C 1.2143 -0.4994 -3.0048 -0.009 0.040 0.036 -0.209
C 0.8027 -1.4165 -3.9595 0.083 -0.103 -0.020 -0.070
C 1.1887 -2.7389 -3.8069 0.001 0.004 0.021 -0.066
C 1.9547 -3.0913 -2.7043 -0.049 0.007 -0.018 -0.068
C 2.3017 -2.0999 -1.8005 0.003 0.001 -0.037 -0.151
H 0.9366 0.5427 -3.0836 -0.125 -0.017 -0.113 0.082
H 0.1992 -1.0927 -4.7950 -0.013 0.041 0.005 0.101
H 0.8932 -3.4860 -4.5322 0.006 -0.006 -0.004 0.108
H 2.2716 -4.1126 -2.5446 0.007 -0.004 0.008 0.102
H 2.8897 -2.3357 -0.9192 0.027 -0.029 -0.027 0.102
N -1.5697 0.8599 -3.7869 -0.101 -0.022 -0.009 0.050
C -2.0891 2.0410 -4.1168 0.078 0.037 0.010 -0.138
C -3.4509 2.2737 -4.2311 -0.017 -0.028 0.007 -0.064
C -4.3224 1.2247 -3.9896 -0.008 0.008 -0.002 -0.070
C -3.7983 -0.0104 -3.6445 -0.011 0.004 -0.002 -0.062
C -2.4216 -0.1384 -3.5578 0.033 0.008 0.047 -0.167
H -1.3754 2.8379 -4.2943 -0.025 0.021 -0.004 0.108
H -3.8157 3.2554 -4.4986 0.013 0.013 0.000 0.104
H -5.3922 1.3679 -4.0652 -0.007 0.002 0.004 0.107
H -4.4404 -0.8566 -3.4422 0.006 -0.013 0.026 0.101
H -1.9734 -1.0892 -3.2837 -0.028 -0.023 -0.005 0.097
N 4.0177 4.7590 -3.8386 -0.005 -0.009 -0.006 0.052
C 3.5607 4.2179 -2.7114 0.005 0.057 0.019 -0.146
C 3.1930 2.8852 -2.5936 -0.019 -0.029 0.004 -0.058
C 3.3035 2.0723 -3.7096 0.068 0.010 -0.015 -0.083
C 3.7770 2.6201 -4.8911 -0.013 0.039 0.027 -0.072
C 4.1200 3.9640 -4.9009 0.005 0.032 -0.022 -0.162
H 3.4876 4.8868 -1.8611 -0.009 -0.036 0.029 0.106
H 2.8294 2.4971 -1.6511 -0.004 0.021 0.000 0.087
H 3.0292 1.0290 -3.6537 0.098 0.012 -0.027 0.073
H 3.8785 2.0218 -5.7865 0.014 0.006 -0.011 0.099
H 4.4967 4.4313 -5.8045 -0.004 -0.028 -0.018 0.100
N -5.2277 -0.9279 0.9467 0.036 0.004 0.003 0.055
C -6.3234 -0.9645 0.1933 -0.024 0.055 -0.009 -0.158
C -6.7332 -2.0887 -0.5093 0.026 -0.014 0.004 -0.080
C -5.9599 -3.2368 -0.4282 -0.012 0.022 -0.014 -0.082
C -4.8138 -3.2153 0.3504 0.033 -0.005 -0.065 -0.070
C -4.4989 -2.0393 1.0151 0.115 0.045 0.069 -0.160
H -6.8993 -0.0464 0.1529 -0.021 -0.014 -0.020 0.102
H -7.6364 -2.0614 -1.1038 -0.011 0.013 0.004 0.098
H -6.2457 -4.1341 -0.9625 0.000 -0.004 -0.002 0.104
H -4.1780 -4.0856 0.4464 -0.034 -0.030 0.046 0.074
H -3.6116 -1.9804 1.6403 0.000 -0.080 -0.001 0.099
N -3.3935 -6.0522 1.7836 0.032 -0.004 0.017 0.044
C -2.1572 -5.9708 2.2701 0.018 0.028 -0.053 -0.151
C -1.7958 -6.4252 3.5289 -0.013 -0.013 0.012 -0.071
C -2.7728 -6.9936 4.3294 0.007 -0.005 0.014 -0.078
C -4.0651 -7.0835 3.8386 0.018 0.000 0.001 -0.071
C -4.3213 -6.6004 2.5648 -0.049 0.008 -0.048 -0.152
H -1.4214 -5.5154 1.6161 0.026 0.000 0.030 0.103
H -0.7745 -6.3326 3.8710 0.007 0.017 -0.008 0.101
H -2.5320 -7.3587 5.3192 0.001 0.000 0.005 0.106
H -4.8603 -7.5172 4.4287 -0.015 -0.001 -0.007 0.101
H -5.3202 -6.6531 2.1454 -0.016 -0.006 0.032 0.104
N 6.8464 6.4005 3.9111 -0.010 -0.001 -0.001 0.047
C 5.6772 6.2245 3.2988 0.024 0.020 0.017 -0.154
C 5.2473 5.0076 2.7889 0.050 0.117 0.041 -0.069
C 6.0825 3.9117 2.9210 0.007 -0.056 -0.006 -0.078
C 7.3042 4.0765 3.5542 -0.022 0.006 -0.007 -0.080
C 7.6359 5.3363 4.0301 0.031 0.019 0.021 -0.166
H 5.0536 7.1079 3.2139 -0.025 -0.017 -0.016 0.101
H 4.2888 4.9194 2.3031 -0.027 -0.004 -0.014 0.077
H 5.7819 2.9460 2.5349 -0.021 0.004 -0.008 0.101
H 7.9885 3.2480 3.6783 0.015 0.005 0.009 0.097
H 8.5822 5.5048 4.5332 0.010 -0.032 -0.007 0.099
```
Positions in Å, forces in eV/Å.

The SMILES is N=[PH2][C@H]1OC(=O)O[C@]1(CN)[PH2]=O.c1ccncc1.c1ccncc1.c1ccncc1.c1ccncc1.c1ccncc1.c1ccncc1. The total energy comes out at -74593.065 eV.